Version w
ORCA calculation (the ωB97M-V functional and the def2-TZVPD basis) on 2 unconnected molecules or ions with the total composition C16H17N.

Last column: Mulliken charge in e.
Positions of all 34 atoms, in Å:
C -1.92588 2.64990 -2.44060  -1.435
C -1.26081 0.20568 -1.99344  1.037
C -0.99197 1.54858 -2.38390  0.609
C -0.03079 -0.58448 -1.93109  -0.281
C 0.38347 1.55483 -2.57354  -0.801
C -2.48723 -0.28892 -1.54859  -0.717
C -0.07400 -1.87707 -1.32602  -0.707
C -2.53812 -1.57743 -0.98156  -0.846
C -1.34496 -2.25174 -0.92796  -0.293
N 0.94606 0.33105 -2.26735  0.093
H -3.32643 0.18467 -1.64928  0.634
H -2.59680 2.58242 -1.58324  0.367
H -2.61733 2.68530 -3.31645  0.271
H 1.00310 2.33031 -2.91931  0.460
H 1.84458 0.16060 -2.52222  0.220
H 0.91648 -2.34701 -1.11541  0.324
H -3.45317 -1.98439 -0.70272  0.527
H -1.38826 -3.42960 -0.78856  0.178
H -1.53786 3.62539 -2.24398  0.376
C 2.82026 0.09836 0.71166  -0.798
C 0.01379 -0.07944 3.89348  -0.274
C 0.40040 1.10590 3.32920  -0.721
C 0.67739 -1.29961 3.61115  -0.346
C 1.35617 1.08857 2.29307  -0.468
C 1.72495 -1.26512 2.75800  -0.352
C 1.99711 -0.07610 2.00131  0.830
H -0.70521 0.02689 4.73583  0.322
H -0.24644 1.97055 3.29097  0.314
H 0.31750 -2.33158 3.93844  0.274
H 1.62538 2.07184 1.97432  0.302
H 2.28494 -2.22574 2.71512  0.308
H 2.53006 1.16532 0.32292  0.183
H 2.50014 -0.60609 -0.04042  0.054
H 3.90824 0.09234 0.82852  0.357

Gap between HOMO and LUMO = 8.491 eV
LUMO energy = 0.8 eV
HOMO = -7.7 eV
SMILES string = Cc1c[nH]c2ccccc12.Cc1ccccc1



Version x
ORCA calculation (the ωB97M-V functional and the def2-TZVPD basis) on 2 unconnected molecules or ions with the total composition C16H17N.

Last column: Mulliken charge in e.
Positions of all 34 atoms, in Å:
C 0.24939 -2.16717 5.07792  -1.219
C 1.98149 -0.08026 2.51870  -0.220
C 0.78428 -0.56531 3.11959  1.263
C 1.23301 -1.40447 4.19713  0.639
C 2.61132 -1.51640 4.16488  -0.709
C 0.77739 1.37957 1.07262  -0.671
C 1.97851 0.85018 1.48566  -0.556
C -0.36054 0.91550 1.77364  -0.700
C -0.46110 -0.13001 2.67364  -0.658
N 3.05069 -0.72015 3.09859  -0.260
H 0.62853 2.11071 0.30963  0.611
H 2.92771 1.01021 0.95981  0.334
H -1.27051 1.39242 1.38696  0.280
H -1.43801 -0.52455 2.93140  0.328
H 3.83854 -0.09708 3.19118  0.254
H 3.14621 -2.24163 4.74635  0.416
H 0.13228 -1.65487 6.04526  0.291
H 0.50173 -3.19403 5.33787  0.333
H -0.73033 -1.98231 4.64110  0.249
C -1.35968 1.63857 -5.81344  -1.371
C -0.14474 0.37324 -2.48337  -0.415
C -0.21373 1.05471 -3.67936  -0.500
C -1.19912 -0.46829 -2.14255  -0.459
C -1.32929 0.89250 -4.51420  0.870
C -2.33098 -0.59586 -2.91404  -0.486
C -2.40291 0.09323 -4.14009  -0.475
H 0.65021 0.58871 -1.77736  0.478
H 0.50911 1.78747 -4.04695  0.328
H -1.22014 -1.10425 -1.26286  0.366
H -3.18633 -1.23346 -2.70712  0.367
H -0.70879 1.15071 -6.55724  0.272
H -0.99925 2.66690 -5.66898  0.332
H -3.30265 0.06476 -4.72539  0.337
H -2.34230 1.71072 -6.29902  0.351

Gap between HOMO and LUMO = 8.929 eV
LUMO energy = 0.9 eV
HOMO = -8.0 eV
SMILES string = Cc1c[nH]c2ccccc12.Cc1ccccc1



Which structure is most stable? version x, by 0.0594 hartree over the runner-up.



Version w
ORCA calculation (the ωB97M-V functional and the def2-TZVPD basis) on a molecular structure, C37H47N3O6S2SiTi.

Last column: Mulliken charge in e.
Positions of all 97 atoms, in Å:
Ti -0.50300 0.32270 0.17700  -0.754
C -4.08660 -0.03200 -1.91530  -0.522
O -4.45610 -1.25430 -1.30240  -0.516
C -4.22260 -1.39230 0.04040  -0.246
C -5.14730 -2.13000 0.76410  -0.617
C -5.00930 -2.29910 2.13460  -0.759
C -3.96550 -1.69740 2.80270  -1.006
C -2.99980 -0.96600 2.10480  0.778
C -1.92950 -0.30900 2.79840  -0.732
N -0.98410 0.31980 2.18740  1.148
N -0.04970 0.96020 2.94260  -1.310
C 0.85580 1.51270 2.17560  0.280
O 0.81540 1.38580 0.89860  0.588
C 1.92870 2.28480 2.82620  0.150
C 2.29650 1.98060 4.13540  -0.392
C 3.34100 2.65690 4.73400  -0.788
C 4.00850 3.66200 4.04930  -0.446
C 3.60660 4.00760 2.76880  -0.872
C 2.57710 3.31610 2.15260  0.029
C -3.08430 -0.85910 0.69050  1.143
O -2.11940 -0.29390 0.01180  0.193
H -4.71530 0.04910 -2.80370  0.304
H -3.03230 -0.02060 -2.21830  -0.006
H -4.27580 0.82030 -1.25310  0.321
H -5.97990 -2.56470 0.23170  0.482
H -5.73890 -2.88230 2.67500  0.402
H -3.87370 -1.78140 3.87420  0.452
H -1.93010 -0.31490 3.89140  0.362
H 1.76400 1.19790 4.65280  0.469
H 3.64060 2.40140 5.73950  0.404
H 4.84090 4.16760 4.51900  0.416
H 4.10590 4.81250 2.24900  0.425
H 2.26380 3.58160 1.15380  0.357
C 2.86940 2.13540 -1.47760  -0.777
C 3.42630 0.74180 -1.16210  1.409
C 4.01170 0.10720 -2.42300  -1.200
C 4.50360 0.86280 -0.08530  -1.399
O 2.34350 -0.05870 -0.67350  0.470
Si 2.40300 -1.59970 -0.11780  -0.677
S 0.44820 -1.87340 0.62680  -0.939
O 3.51300 -1.90590 1.03570  0.146
C 3.47270 -2.35790 2.39110  1.876
C 2.83200 -3.74480 2.46830  -1.636
C 4.93390 -2.41100 2.84770  -1.848
C 2.67980 -1.38280 3.25710  -1.586
O 2.76630 -2.45190 -1.45350  0.944
C 3.41660 -3.68150 -1.73680  1.561
C 3.46280 -3.77890 -3.26640  -1.765
C 2.60790 -4.83890 -1.15460  -1.468
C 4.83320 -3.67860 -1.15840  -1.486
H 3.66380 2.87480 -1.44470  0.640
H 2.11300 2.39410 -0.73840  -0.588
H 2.41810 2.16070 -2.46330  0.086
H 4.70570 0.79230 -2.90130  0.451
H 3.21010 -0.14330 -3.11440  0.091
H 4.53960 -0.80490 -2.16590  0.119
H 5.32300 1.47710 -0.44970  0.532
H 4.88360 -0.12120 0.16780  0.093
H 4.07970 1.31330 0.80980  0.239
H 3.44380 -4.48180 1.95170  0.343
H 1.84510 -3.71170 2.01000  0.221
H 2.72630 -4.04090 3.50910  0.577
H 5.51990 -3.01790 2.16280  0.383
H 4.99870 -2.84600 3.84030  0.403
H 5.35820 -1.41020 2.87100  0.351
H 1.63880 -1.37750 2.93920  0.111
H 3.08780 -0.38180 3.15230  0.262
H 2.72880 -1.67910 4.30220  0.662
H 2.45350 -3.85220 -3.66370  0.319
H 4.02780 -4.65320 -3.57590  0.416
H 3.92870 -2.88930 -3.68120  0.301
H 1.59870 -4.82780 -1.55850  0.272
H 2.53870 -4.73020 -0.07800  0.170
H 3.07950 -5.78870 -1.39290  0.513
H 5.42300 -2.87930 -1.60130  0.299
H 5.32240 -4.62960 -1.35360  0.587
H 4.78420 -3.51280 -0.08750  0.130
C -0.70710 -2.02420 -2.30240  -1.161
C -0.19630 -0.68120 -2.71590  1.006
C 0.42320 -0.55600 -3.97420  -1.110
C 0.72340 0.68060 -4.46640  -1.449
C 0.34090 1.83120 -3.74250  1.158
C 0.45020 3.13040 -4.26890  -0.587
C 0.00530 4.20610 -3.53640  -0.916
C -0.53930 4.02470 -2.27270  -0.619
C -0.66890 2.76060 -1.70580  0.931
S -1.51490 2.59690 -0.21120  -0.599
C -0.21370 1.62400 -2.44410  -1.212
N -0.40750 0.37660 -1.94740  2.756
H -1.24540 -2.47040 -3.13890  0.727
H -1.37390 -1.94840 -1.44160  -0.270
H 0.11330 -2.69130 -2.03740  -0.279
H 0.64280 -1.44950 -4.53820  0.478
H 1.21590 0.80070 -5.42220  0.426
H 0.86420 3.26090 -5.25750  0.435
H 0.05050 5.19960 -3.95670  0.410
H -0.90140 4.86610 -1.70300  0.531

Gap between HOMO and LUMO = 6.398 eV
LUMO energy = -0.9 eV
HOMO = -7.3 eV



Version x
ORCA calculation (the ωB97M-V functional and the def2-TZVPD basis) on a molecular structure, C37H47N3O6S2SiTi.

Last column: Mulliken charge in e.
Positions of all 97 atoms, in Å:
Ti 0.11335 -0.76324 -0.19084  -0.425
C 0.89653 -1.88124 -4.78556  -0.609
O 2.11432 -2.33376 -4.18424  -0.476
C 2.01919 -3.11104 -3.07099  0.093
C 2.95165 -4.07742 -2.90908  -0.897
C 3.34543 -4.97094 -1.78873  -0.314
C 2.66897 -4.68597 0.31054  -0.517
C 1.80480 -3.38764 0.21018  0.167
C 0.52860 -3.07828 1.12474  -0.439
N 0.31713 -1.71396 1.48096  1.012
N -0.77558 -1.58398 2.37072  -1.075
C -1.72356 -0.94439 1.80358  0.314
O -1.61023 -0.60945 0.50265  -0.044
C -2.99985 -0.65414 2.48876  0.568
C -3.13820 -0.93827 3.84427  -0.608
C -4.33950 -0.68348 4.48415  -0.752
C -5.40867 -0.14434 3.77548  -0.468
C -5.27044 0.13889 2.42426  -1.022
C -4.06533 -0.11474 1.78137  0.038
C 1.01994 -2.77514 -2.05948  0.579
O 0.48871 -1.65915 -1.94632  -0.570
H 1.15470 -1.59512 -5.80021  0.344
H 0.48317 -1.02622 -4.25645  0.039
H 0.16233 -2.69027 -4.81894  0.311
H 3.62823 -4.09528 -3.76086  0.453
H 4.03643 -5.71076 -2.18427  0.601
H 2.74132 -5.10735 1.31167  0.293
H 0.34650 -3.76056 1.95570  0.561
H -2.29191 -1.34287 4.38360  0.465
H -4.44074 -0.89940 5.54001  0.425
H -6.34525 0.05779 4.27951  0.415
H -6.09722 0.56450 1.87006  0.427
H -3.94172 0.11298 0.73051  0.354
C -1.75360 0.77895 -2.17262  -1.520
C -0.65023 1.76681 -1.82450  2.090
C 0.46825 1.71519 -2.85574  -1.059
C -1.24876 3.15586 -1.71636  -1.764
O -0.09789 1.34497 -0.51181  1.187
Si 0.73010 2.41981 0.62998  -0.300
S 1.39777 1.25760 2.09355  -0.651
O -0.33783 3.59295 1.05740  0.186
C -1.19573 3.84144 2.17416  1.950
C -2.13509 4.95137 1.72345  -1.777
C -0.35879 4.29911 3.35799  -1.839
C -1.97562 2.58092 2.50444  -1.491
O 1.73839 3.16462 -0.43634  -0.104
C 2.62231 4.28058 -0.24189  1.678
C 3.19637 4.27741 1.17016  -1.550
C 3.72970 4.11001 -1.26653  -1.807
C 1.83433 5.55757 -0.49949  -1.340
H -2.16116 1.05676 -3.14559  0.666
H -2.55317 0.79216 -1.43367  0.026
H -1.39985 -0.25129 -2.28064  0.217
H 0.03622 1.77686 -3.85811  0.481
H 1.03016 0.78149 -2.77355  -0.031
H 1.17171 2.53202 -2.71281  -0.087
H -1.70885 3.40004 -2.67747  0.597
H -0.49398 3.90701 -1.49129  0.078
H -2.01175 3.19495 -0.93863  0.213
H -1.56260 5.83636 1.43818  0.358
H -2.82303 5.22533 2.52733  0.403
H -2.72120 4.62742 0.86016  0.342
H 0.21523 5.18867 3.08638  0.362
H 0.33228 3.51377 3.66540  0.279
H -1.01072 4.55456 4.19813  0.478
H -2.54090 2.24999 1.62939  0.200
H -2.68346 2.76381 3.31819  0.700
H -1.29205 1.78600 2.80769  0.212
H 3.67750 3.32327 1.38830  0.315
H 2.41168 4.42793 1.91609  0.176
H 3.92860 5.08212 1.27446  0.537
H 4.22108 3.14592 -1.12470  0.344
H 4.47449 4.90300 -1.16630  0.431
H 3.32113 4.14570 -2.27918  0.337
H 1.00251 5.63761 0.20213  0.053
H 1.43070 5.55309 -1.51543  0.254
H 2.47592 6.43564 -0.38787  0.497
C -2.76645 -3.53987 0.41951  -1.062
C -1.55086 -4.08605 -0.25231  0.679
C -1.54012 -5.22341 -0.96389  -1.571
C -0.26710 -5.88036 -1.26836  -0.960
C 0.86503 -5.19157 -1.19136  -0.894
C 2.24444 -5.60525 -0.88284  -0.078
C 3.96212 -4.28574 -0.42447  -0.083
C 4.02089 -2.82315 -0.39019  -1.098
C 2.82616 -2.27982 -0.10687  0.194
S 2.49495 -0.58816 -0.21409  -0.410
C 0.78253 -3.72588 -0.93239  1.418
N -0.34301 -3.35030 -0.11489  0.845
H -3.60798 -4.21297 0.26658  0.565
H -3.02215 -2.55014 0.04114  0.008
H -2.59807 -3.43551 1.49407  0.199
H -2.47281 -5.74620 -1.12463  0.448
H -0.25200 -6.95988 -1.37544  0.543
H 2.38494 -6.67435 -0.74021  0.691
H 4.86635 -4.82566 -0.14973  0.537
H 4.86989 -2.23689 -0.71881  0.458

Gap between HOMO and LUMO = 5.298 eV
LUMO energy = -1.4 eV
HOMO = -6.7 eV



Which structure is most stable? version w, by 0.2138 hartree over the runner-up.